Entry 1:
C24H32FN5O4 | wB97M-V/def2-TZVPD

```
66
Properties=species:S:1:pos:R:3:forces:R:3
C 6.091 -1.664 -2.485 -0.0014 -0.4478 0.0496
C 6.654 -3.066 -2.293 0.3912 0.4453 0.1439
O 5.597 -4.025 -2.294 -0.2774 -0.1192 -0.0722
C 5.169 -4.443 -1.086 0.1312 -0.3080 -0.0890
O 5.730 -4.211 -0.043 0.1321 0.2986 0.2732
N 4.063 -5.237 -1.186 0.0297 -0.1164 -0.1071
C 3.253 -5.284 -2.381 -0.0895 0.2257 -0.3293
C 2.141 -4.235 -2.308 -0.0553 -0.3507 0.0051
C 1.300 -4.468 -1.048 0.4952 0.1023 0.0213
N 0.229 -3.490 -0.940 -0.4810 0.2296 0.0771
C 0.414 -2.163 -0.817 -0.5168 0.0121 0.0466
C -0.473 -1.108 -0.582 0.0379 -0.3938 -0.1452
N -1.807 -1.004 -0.424 0.2092 -0.5376 -0.0647
C -2.377 0.241 0.034 -0.1468 0.4601 0.5046
C -2.261 0.393 1.571 0.0275 -0.0609 -0.3560
N -2.588 1.687 2.106 -0.0442 0.0313 0.0538
C -1.693 2.761 1.714 0.0749 0.1814 0.2429
C -1.968 3.956 2.633 0.2577 -0.0537 -0.2198
N -3.345 4.393 2.546 0.0092 0.0327 0.3982
C -3.722 5.359 1.632 -0.1635 0.3331 -0.1521
C -2.871 5.838 0.626 -0.0474 -0.1232 0.0970
C -3.246 6.857 -0.229 -0.0415 0.1357 -0.1031
C -4.493 7.444 -0.130 0.0509 -0.0037 -0.0168
C -5.359 7.005 0.858 0.0338 -0.1282 0.0695
C -4.968 6.000 1.715 -0.1509 0.0431 -0.0718
F -5.854 5.653 2.690 0.2612 0.0104 -0.0808
C -4.232 3.297 2.874 -0.3478 -0.3929 -0.2597
C -3.969 2.099 1.951 -0.0769 0.1355 0.2994
C 0.600 -0.105 -0.645 -0.1833 0.6344 0.1564
O 0.652 1.097 -0.523 0.0440 -0.2672 -0.0528
C 1.565 -1.244 -0.895 0.7885 -0.2377 -0.0698
O 2.757 -1.373 -1.066 -0.2973 0.1891 0.0625
C 2.207 -4.457 0.189 -0.0587 -0.3326 -0.1303
C 3.319 -5.496 0.026 0.0724 0.1761 0.3764
H 5.366 -1.443 -1.705 -0.0414 0.0673 0.0662
H 5.594 -1.586 -3.449 -0.0469 0.0634 -0.0839
H 6.896 -0.936 -2.440 0.0899 0.1116 -0.0131
H 7.314 -3.344 -3.119 -0.0801 -0.0123 0.1259
H 7.195 -3.140 -1.345 -0.0412 -0.0243 -0.2380
H 3.888 -5.108 -3.248 -0.1333 -0.1227 0.0501
H 2.823 -6.289 -2.454 0.0410 0.0259 -0.0532
H 1.510 -4.290 -3.196 -0.0545 0.0062 -0.0249
H 2.598 -3.247 -2.260 -0.0137 0.0243 -0.0256
H 0.813 -5.448 -1.125 0.0094 0.1026 0.0046
H -0.696 -3.843 -0.750 0.1079 0.0303 -0.0370
H -2.330 -1.844 -0.214 0.1112 0.0705 -0.0779
H -1.823 1.049 -0.446 -0.1287 -0.0144 -0.0318
H -3.423 0.281 -0.280 0.0908 0.0662 -0.0448
H -2.909 -0.344 2.058 0.0847 -0.0615 -0.0257
H -1.225 0.177 1.850 -0.0288 -0.0974 -0.0194
H -0.662 2.426 1.829 0.0288 0.0108 -0.0581
H -1.845 3.063 0.666 0.0756 -0.0103 0.0085
H -1.296 4.785 2.416 -0.0085 -0.0069 0.0345
H -1.800 3.639 3.668 0.0803 0.0108 -0.0720
H -1.894 5.399 0.500 0.0723 -0.0871 0.0217
H -2.552 7.186 -0.988 0.0642 0.0210 -0.0570
H -4.790 8.234 -0.801 -0.0301 0.0762 -0.0624
H -6.335 7.445 0.989 -0.1021 0.0171 0.0481
H -5.273 3.595 2.793 0.0725 0.0507 0.0423
H -4.032 2.997 3.907 -0.0589 -0.0427 -0.0437
H -4.621 1.270 2.236 -0.0384 -0.0210 -0.0312
H -4.204 2.392 0.911 -0.0449 -0.0280 0.0405
H 1.626 -4.666 1.089 -0.0434 0.0157 0.0231
H 2.665 -3.472 0.288 0.0051 0.0642 0.0286
H 4.013 -5.443 0.865 -0.1322 -0.1165 -0.0797
H 2.897 -6.505 -0.034 0.0264 0.0070 0.0282
```
Forces are in eV/Å.

The SMILES is CCOC(=O)N1CCC(Nc2c(NCCN3CCN(c4ccccc4F)CC3)c(=O)c2=O)CC1. The value obtained for the total energy is -43765.0902 eV. For the LUMO energy, the calculation gives 0.16 eV. Its gap between HOMO and LUMO is 7.84 eV.


Entry 2:
C3H4F3O4S | wB97M-V/def2-TZVPD

```
15
Properties=species:S:1:pos:R:3:forces:R:3
C -0.724 -0.912 -1.164 1.6907 1.8676 1.8438
C -0.157 -0.199 0.244 -1.2327 -1.3732 -2.0253
O -0.066 -1.062 1.277 0.1004 -2.6847 2.5173
C -1.039 0.957 0.724 0.6785 2.0343 -0.1970
F -2.403 0.971 0.583 0.7967 -0.8946 -0.3601
F -0.840 1.219 2.025 -0.0202 -0.0558 -0.2357
F -0.601 2.048 0.014 -0.9304 -0.2579 0.4110
S 1.565 0.345 -0.119 0.3076 2.2535 -1.3032
O 2.004 1.393 0.783 -0.2724 -0.6028 0.7819
O 2.166 -0.955 0.099 0.9688 -0.7594 -0.2072
O 1.552 0.869 -1.487 -0.0776 -1.1110 0.2156
H -1.628 -1.519 -1.096 -0.0041 0.4622 0.3361
H -0.742 -0.032 -1.814 -0.5017 -0.5416 -0.3973
H 0.129 -1.522 -1.462 -0.1605 -0.0919 -0.1279
H 0.783 -1.601 1.393 -1.3432 1.7552 -1.2520
```
Forces are in eV/Å.

The SMILES is C[C@](O)(C(F)(F)F)S(=O)(=O)[O-]. The value obtained for the total energy is -30355.3785 eV. Its relative energy (zero: lowest compared OMol25 entry of this formula, charge and spin) is 0.0000 eV. The charge is -1. For the LUMO energy, the calculation gives 3.74 eV. Its gap between HOMO and LUMO is 9.11 eV.


Entry 3:
C5H4ClNO3 | wB97M-V/def2-TZVPD

```
14
Properties=species:S:1:pos:R:3:forces:R:3
N -0.022 0.821 2.242 -0.3314 -0.8659 -0.1600
C -0.892 0.267 1.160 -0.4820 -0.8040 -1.0152
C -0.123 -0.113 -0.186 0.1740 2.0883 -1.5778
C 0.105 0.770 -1.297 0.2609 -4.0737 3.3070
Cl -0.369 2.504 -1.477 0.8310 -2.9399 0.0217
C 0.858 -0.201 -2.321 -0.8005 4.0356 -3.3531
O 0.900 0.208 -3.501 0.8039 -2.9358 4.1041
O 1.329 -1.409 -1.732 -2.5280 1.8360 0.2646
C 0.487 -1.554 -0.556 -0.8802 -1.9973 1.8292
O 0.291 -2.663 -0.013 1.0713 5.0600 -2.3706
H -0.422 0.446 3.125 0.8996 0.4627 -0.7656
H 0.965 0.534 2.141 -0.9318 0.0225 0.2221
H -1.670 1.072 0.878 1.1546 -1.3861 0.3356
H -1.437 -0.684 1.536 0.7585 1.4978 -0.8420
```
Forces are in eV/Å.

The SMILES is NCC1=C(Cl)C(=O)OC1=O. The value obtained for the total energy is -25402.4521 eV. Its relative energy (zero: lowest compared OMol25 entry of this formula, charge and spin) is 0.0000 eV. For the LUMO energy, the calculation gives -1.30 eV. Its gap between HOMO and LUMO is 8.80 eV.


Entry 4:
C3H14NO2 | wB97M-V/def2-TZVPD

```
20
Properties=species:S:1:pos:R:3:forces:R:3
C 0.685 0.043 -0.869 -0.2800 -0.9385 1.3284
C 0.072 1.366 -0.428 -0.1209 -0.6648 -0.6165
C 0.034 2.288 -1.655 0.0592 0.7419 0.1767
N 0.287 -1.091 0.124 -0.0165 0.7525 -0.9002
H 0.163 -0.268 -1.741 0.0364 -0.1515 -1.1058
H 1.758 -0.028 -0.949 0.2319 0.3112 -0.3458
H 0.599 1.877 0.361 0.3772 -0.1749 0.4100
H -0.914 1.084 -0.042 -0.0689 0.5726 -0.1497
H 0.777 2.043 -2.408 0.1080 -0.3212 -0.0402
H -0.920 2.401 -2.161 -0.1894 -0.3794 0.1085
H 0.310 3.283 -1.331 -0.0419 0.3150 0.0279
H 0.842 -1.025 0.969 -0.4346 -0.0238 0.6514
H -0.725 -0.944 0.203 -0.2914 -0.0234 0.9066
H 0.367 -2.041 -0.229 0.4423 -0.0004 -0.3362
H 2.361 -1.581 3.544 0.1889 -0.4525 0.1781
H 1.862 -3.076 3.426 0.3677 0.1991 0.1485
O 1.591 -2.155 3.492 -0.5498 0.3302 -0.5063
H -3.284 -0.176 -0.592 0.3350 0.1301 -0.2228
H -3.223 -1.239 0.447 0.3119 -0.1329 0.0310
O -2.643 -0.759 -0.163 -0.4651 -0.0893 0.2564
```
Forces are in eV/Å.

The value obtained for the total energy is -8916.9705 eV. Its relative energy (zero: lowest compared OMol25 entry of this formula, charge and spin) is 0.8152 eV. The charge is +1. For the LUMO energy, the calculation gives -3.13 eV. Its gap between HOMO and LUMO is 11.90 eV.


Entry 5:
C25H44HfN6O4SSe3SiTe | wB97M-V/def2-TZVPD

```
86
Properties=species:S:1:pos:R:3:forces:R:3
Hf 0.213 1.011 -1.493 -0.4749 -0.7606 0.9504
Se 2.213 1.653 -3.203 -0.0862 0.1541 -0.2369
Se 0.654 2.228 -4.907 -0.1563 -0.0843 0.3739
Te -3.144 1.034 -4.731 0.2691 0.2853 0.2049
Se -1.278 2.342 -3.491 -0.1156 0.0434 -0.8446
C -3.744 -3.232 -1.438 -0.0134 -0.0624 -0.0425
N -3.146 -2.034 -0.868 -0.0446 0.0035 -0.0855
C -3.510 -1.695 0.495 0.0571 0.0170 0.1017
C -2.156 -1.346 -1.487 0.0424 0.0197 0.0262
N -1.425 -0.465 -0.885 0.1817 -0.1306 -0.1019
N -2.001 -1.635 -2.823 -0.1090 -0.1712 0.0287
C -0.904 -1.320 -3.598 0.2667 0.0278 -0.0718
N -0.912 -1.898 -4.848 -0.1420 0.1509 0.0228
N 0.069 -0.643 -3.121 -0.0492 0.0666 -0.1806
H -3.950 -3.940 -0.636 -0.0048 0.0146 0.0045
H -3.055 -3.713 -2.129 -0.0014 0.0098 0.0016
H -4.682 -3.011 -1.954 0.0078 -0.0168 -0.0032
H -4.477 -2.138 0.717 -0.0059 0.0077 0.0009
H -3.599 -0.614 0.617 0.0011 -0.0058 -0.0171
H -2.777 -2.075 1.217 -0.0131 0.0153 -0.0020
H -1.543 -0.486 0.122 0.0221 0.1013 0.0109
H -2.849 -1.821 -3.337 -0.0030 0.0517 0.0223
H -1.843 -1.944 -5.247 0.0756 -0.0650 0.0284
H -0.315 -1.393 -5.493 0.0154 -0.0159 0.0614
H 0.861 -0.555 -3.752 -0.0727 -0.0570 -0.0546
S -0.300 5.540 0.314 0.0674 -0.2268 0.0477
C 1.358 5.152 0.138 0.0414 -0.0921 -0.1717
C 1.537 3.910 -0.397 -0.0430 0.1972 0.1359
C 0.325 3.184 -0.643 0.4642 -0.0939 -0.1275
C -0.741 3.977 -0.291 0.0543 -0.1980 -0.0711
C -2.122 3.553 -0.453 -0.0664 0.0106 0.0285
C -3.211 4.420 -0.366 -0.0643 -0.1020 0.0004
C -4.482 3.927 -0.587 0.0288 -0.0098 0.0013
C -4.641 2.587 -0.908 0.0518 -0.0294 0.0248
C -3.508 1.795 -0.976 -0.0952 0.0481 0.0457
N -2.279 2.245 -0.731 0.1448 0.0933 -0.1303
H 2.118 5.868 0.408 -0.0048 0.0502 0.0009
H 2.521 3.522 -0.625 0.0038 0.0418 0.0053
H -3.055 5.468 -0.154 0.0399 0.0228 0.0148
H -5.339 4.585 -0.533 -0.0139 0.0074 -0.0021
H -5.611 2.167 -1.127 -0.0141 -0.0167 -0.0149
H -3.586 0.756 -1.264 -0.0315 0.0145 -0.0060
C 2.414 -3.616 0.605 -0.0126 -0.0333 -0.0236
C 0.922 -3.383 0.791 -0.0411 -0.1425 0.0169
C 0.369 -4.264 1.906 0.0332 0.0844 -0.0671
C 0.178 -3.630 -0.517 0.0173 0.0098 0.0376
O 0.669 -2.030 1.192 -0.0410 -0.0877 0.1843
Si 1.455 -0.662 0.797 0.0562 0.3772 -0.4750
O 1.540 -0.385 -0.788 0.0416 0.5067 0.0683
O 0.398 0.571 1.170 -0.1686 0.0339 0.1779
C 0.029 1.058 2.490 -0.0717 0.1141 0.0326
C 0.185 -0.059 3.513 -0.0308 0.0293 0.0398
C -1.424 1.504 2.415 0.1175 -0.0228 0.0290
C 0.935 2.233 2.835 -0.0668 -0.0155 0.0424
O 2.874 -0.564 1.584 -0.1645 -0.1100 -0.0159
C 4.141 -0.011 1.161 0.0732 0.0505 0.1886
C 5.005 -0.013 2.418 -0.0014 0.0275 -0.1221
C 3.962 1.408 0.640 0.0137 -0.0395 -0.0050
C 4.740 -0.902 0.083 0.0705 0.0648 0.0165
H 2.612 -4.669 0.400 -0.0219 -0.0217 -0.0114
H 2.961 -3.324 1.501 0.0106 0.0060 0.0236
H 2.783 -3.033 -0.240 0.0482 0.0295 -0.0142
H 0.476 -5.319 1.657 0.0102 -0.0275 -0.0231
H -0.689 -4.047 2.060 -0.0180 0.0034 0.0076
H 0.900 -4.068 2.838 0.0167 0.0062 0.0226
H 0.379 -4.635 -0.891 0.0185 -0.0276 -0.0088
H 0.490 -2.901 -1.266 0.0135 0.0049 -0.0305
H -0.897 -3.534 -0.357 -0.0546 0.0199 0.0060
H -0.437 -0.915 3.254 0.0006 -0.0307 -0.0045
H -0.113 0.302 4.498 -0.0121 0.0393 0.0018
H 1.223 -0.386 3.579 0.0427 -0.0481 -0.0063
H -2.070 0.669 2.134 -0.0114 -0.0276 -0.0158
H -1.538 2.302 1.687 -0.0068 0.0063 -0.0056
H -1.751 1.869 3.389 0.0012 0.0073 0.0195
H 1.972 1.902 2.887 0.0009 -0.0078 0.0049
H 0.659 2.640 3.809 -0.0157 0.0077 0.0155
H 0.847 3.022 2.088 0.0101 -0.0208 -0.0243
H 4.549 0.608 3.190 -0.0242 0.0131 0.0104
H 5.998 0.381 2.199 0.0171 -0.0010 -0.0095
H 5.108 -1.027 2.804 -0.0094 -0.0286 0.0052
H 3.488 2.044 1.387 -0.0071 0.0023 -0.0202
H 3.355 1.409 -0.266 -0.0230 -0.0022 -0.0200
H 4.933 1.837 0.389 0.0191 -0.0005 0.0049
H 4.913 -1.906 0.469 -0.0317 -0.0445 -0.0079
H 5.697 -0.494 -0.245 0.0111 0.0062 0.0037
H 4.076 -0.948 -0.780 -0.0195 -0.0272 -0.0284
```
Forces are in eV/Å.

The value obtained for the total energy is -267133.3893 eV. Its relative energy (zero: lowest compared OMol25 entry of this formula, charge and spin) is 1.0261 eV. For the LUMO energy, the calculation gives -0.06 eV. Its gap between HOMO and LUMO is 6.59 eV.


Entry 6:
C28H24N6O4 | wB97M-V/def2-TZVPD

```
62
Properties=species:S:1:pos:R:3:forces:R:3
C -8.009 -0.443 -0.027 1.7558 0.2471 -3.2492
O -7.215 0.869 -0.006 -7.9093 -2.9421 -0.1999
C -5.984 0.720 0.244 -3.6622 -3.0884 -1.1367
C -5.392 1.823 0.231 4.4317 13.4573 3.4775
C -4.123 2.004 0.682 2.2763 1.8954 -0.0203
C -3.375 0.813 0.943 1.0994 8.6824 -2.2025
C -1.969 1.059 0.918 -0.7395 -11.2090 2.7553
C -1.032 1.848 0.991 2.0387 11.8498 0.5228
C 0.402 1.904 1.295 -4.8964 -11.2653 -0.8989
O 0.883 0.712 1.332 0.4096 2.3388 0.7197
N 1.089 2.918 1.282 6.6495 7.5187 -0.7776
C 2.557 2.659 0.972 -2.9579 4.6568 3.4044
C 3.590 3.320 1.600 2.1444 0.1896 -1.1605
C 4.835 2.848 0.843 -8.3227 -0.7927 1.9842
C 6.199 3.009 1.142 4.3151 0.3162 2.5082
N 4.297 1.910 0.127 3.4984 -2.9077 -5.8316
N 2.939 1.916 -0.089 7.0966 6.8349 9.5410
C 2.075 1.311 -0.724 -0.5064 -9.1741 -7.4714
N 1.105 1.830 -1.351 -1.7970 -0.9768 -0.3118
C 0.521 0.756 -1.997 -1.4679 -0.6730 -4.7110
C -0.584 0.834 -3.166 3.2721 -2.7617 6.2142
C -0.787 -0.490 -3.594 -3.0916 -1.5639 -3.4076
C -0.018 -1.807 -3.511 1.5598 9.9920 3.1199
C 1.171 -1.439 -2.796 -0.4154 -11.5439 -2.9567
C 1.347 -0.462 -1.981 1.3666 7.5343 3.4575
N 2.497 -0.105 -1.189 -8.2864 8.3160 -1.4184
C 3.502 -0.830 -0.821 3.5662 -6.0392 3.1630
C 2.888 -2.166 -0.184 -0.0780 2.8368 0.8570
C 3.688 -3.309 -0.144 -6.7224 0.8476 2.9784
C 3.198 -4.232 0.708 -0.8334 -8.1303 0.4124
C 1.857 -4.472 1.227 2.5885 3.6464 -1.9128
C 1.127 -3.362 1.107 1.3098 4.4265 -0.1912
N -0.105 -3.282 1.829 -9.0633 3.2005 -1.1379
O -0.627 -3.992 2.707 3.5443 0.3405 -1.4468
O -1.036 -2.381 1.305 4.8274 -2.9061 1.4744
C 1.684 -2.060 0.530 1.8123 -7.3759 -0.5090
C -3.940 -0.280 0.543 -5.5642 0.9530 -0.2652
C -5.326 -0.376 0.321 4.1878 -6.9062 0.7321
H -7.518 -1.042 -0.952 -1.0293 1.0139 2.3275
H -9.034 -0.250 -0.396 0.6171 0.3902 0.7675
H -7.957 -1.045 0.898 0.0688 0.6757 -0.3788
H -5.880 2.871 0.563 -0.1600 -2.4916 -2.0430
H -3.585 3.163 0.735 -1.8141 -3.6979 0.0805
H -1.483 -0.005 1.184 -0.6373 1.4864 -0.8960
H -1.425 2.985 0.927 0.8057 -1.5768 -0.1132
H 0.764 3.936 1.183 0.3673 -2.5313 0.0770
H 3.764 4.045 2.408 -1.2421 -0.4799 -0.3454
H 6.796 2.380 0.481 -0.0216 -0.2145 0.0972
H 6.620 4.066 0.932 -0.9708 -1.5420 0.8026
H 6.463 2.625 2.325 -0.7531 1.4012 -3.3382
H -1.364 1.587 -2.925 0.5288 -0.5162 -1.2083
H -1.746 -0.490 -4.277 1.6916 -0.5294 1.2669
H -0.164 -2.669 -4.005 -0.7698 -2.6112 -1.6313
H 1.861 -2.575 -2.658 -1.3472 3.8435 -0.3096
H 4.006 -1.214 -1.684 0.9725 -0.1275 -0.7676
H 4.286 -0.424 -0.109 -1.3448 -0.0004 -0.9612
H 4.645 -3.333 -0.147 6.4195 0.1241 -1.6318
H 3.730 -5.290 0.746 -0.1553 2.4767 0.2530
H 1.348 -5.139 1.810 0.0020 -2.8983 1.3160
H 1.015 -1.337 0.539 -2.4222 3.8267 0.0126
H -3.386 -0.998 0.796 3.9759 -6.9275 0.8130
H -5.683 -1.425 0.328 -0.2179 1.0817 -0.2944
```
Forces are in eV/Å.

The SMILES is COc1ccc(/C=C/C(=O)Nc2cc(C)nn2-c2nc3ccccc3n2Cc2cccc([N+](=O)[O-])c2)cc1. The value obtained for the total energy is -46533.6242 eV. For the LUMO energy, the calculation gives -1.05 eV. Its gap between HOMO and LUMO is 6.64 eV.


Listing HOMO energy for the structures above in their given order: -0.2822; -0.1972; -0.3712; -0.5524; -0.2445; -0.2826 hartree.